The following is a DFT calculation (wB97M-V/def2-TZVPD) of a structure of composition C42H49BrNO3P2Ti in a non-equilibrium geometry.

Results
Kohn-Sham gap (spin up / spin down) (eV): 6.7901 / 8.2773
Molecular weight (g mol⁻¹): 805.6
Highest occupied orbital energy (spin up / spin down) (Ha): -0.3361 / -0.3910
Net charge: +1
Multiplicity: 3

CARTESIAN COORDINATES (ANGSTROEM)
Br1 -3.49878 6.46811 -3.76500
Ti1 -0.00260 -0.28175 0.07831
P1 2.13670 -0.11729 -1.45681
P2 -1.50334 -0.06160 2.26621
O1 -0.01352 1.79602 -0.16509
O2 -1.34668 0.46321 -1.27219
O3 -0.20614 -2.13156 -0.07364
N1 2.97186 -2.51008 0.31783
C1 1.21494 1.79646 -3.27584
C2 -3.97435 -3.96956 2.34586
C3 -0.01980 1.27514 -5.27243
C4 -0.95648 1.64426 -1.01080
C5 -2.93610 -2.14043 1.18464
C6 -0.58885 -3.30342 -0.39597
C7 5.16205 -3.41611 -2.50975
C8 1.41642 0.44050 -3.03120
C9 5.13173 3.07535 -0.04594
C10 -2.72312 4.98291 -2.90614
C11 -3.15962 3.70591 -3.23427
C12 0.50135 2.21089 -4.39325
C13 0.62778 1.29205 3.38058
C14 0.17123 -0.07971 -5.02946
C15 -1.29607 -3.47184 -1.68725
C16 -3.69859 -3.29831 1.16308
C17 3.22802 -1.50248 -1.89315
C18 0.87828 -0.49605 -3.91432
C19 -2.45198 -1.61702 2.38467
C20 4.83490 -2.44575 -3.45161
C21 -2.75827 -2.29057 3.56817
C22 -2.17510 2.66737 2.42550
C23 -2.78736 1.26689 2.53992
C24 4.52672 -3.44022 -1.28507
C25 0.86114 -1.14139 2.98792
C26 -3.53536 1.14294 3.86833
C27 3.35513 1.52634 0.40208
C28 -2.58440 2.61567 -2.60486
C29 -0.09936 -0.05937 3.50296
C30 -1.15585 4.09531 -1.33433
C31 4.27068 2.46725 0.85322
C32 3.87931 -1.50259 -3.13174
C33 5.08266 2.73696 -1.39349
C34 -0.36502 -0.31968 4.98981
C35 3.29313 1.18544 -0.94343
C36 -3.80078 1.09680 1.39665
C37 -0.32750 -4.41310 0.55465
C38 3.55234 -2.49296 -0.95900
C39 4.17259 1.79378 -1.83914
C40 -3.50248 -3.46244 3.54800
C41 -1.72766 5.19000 -1.96136
C42 -1.58455 2.81335 -1.65773
H1 -3.33626 1.13435 0.40899
H2 3.22016 -3.33066 0.85087
H3 2.68987 1.05655 1.11904
H4 -2.44472 -1.89908 4.52139
H5 1.68638 -1.25440 3.69642
H6 4.78166 -4.20235 -0.55751
H7 0.52795 -0.03515 5.55302
H8 -2.72130 -1.63248 0.24956
H9 3.62820 -0.74126 -3.86010
H10 4.14596 1.53349 -2.89026
H11 -1.20468 -4.58781 1.18940
H12 5.32421 -2.42116 -4.41523
H13 1.65842 1.16039 3.72139
H14 -3.93623 3.57099 -3.97384
H15 -1.40558 6.19376 -1.72280
H16 5.84447 3.81246 0.29984
H17 -4.52139 1.91520 1.45935
H18 -0.63354 -3.90220 -2.44682
H19 0.38198 -2.11314 2.85511
H20 -3.96033 0.14908 4.01404
H21 0.35303 3.26928 -4.56651
H22 -0.37141 4.23042 -0.60161
H23 -4.36386 1.85625 3.86951
H24 1.01902 -1.55681 -3.73886
H25 1.35940 -0.87142 2.04116
H26 -2.89822 1.61040 -2.85042
H27 1.60277 2.54039 -2.59163
H28 1.97034 -2.38409 0.31020
H29 -0.11642 -5.34892 0.03449
H30 -4.56398 -4.87686 2.33271
H31 -4.07633 -3.67518 0.22092
H32 -1.19448 0.26183 5.38248
H33 -0.54127 -1.37187 5.20032
H34 0.65719 1.68750 2.36056
H35 5.91270 -4.16244 -2.73497
H36 4.30918 2.72312 1.90397
H37 -2.99043 3.38816 2.32663
H38 -0.23130 -0.81529 -5.71402
H39 -2.13926 -4.16010 -1.58902
H40 0.17227 2.05110 4.01167
H41 -3.72516 -3.96816 4.47841
H42 -1.61102 2.94479 3.31258
H43 -1.65587 -2.51233 -2.05700
H44 -4.35325 0.16118 1.47768
H45 -2.90604 1.38548 4.72269
H46 -1.52668 2.77387 1.55480
H47 -0.57256 1.59686 -6.14537
H48 5.75792 3.20574 -2.09703
H49 0.50921 -4.17311 1.20968

Atomic partial charges in e from the Löwdin method, atoms 1 to 4: 0.779, 0.750, 1.093, 1.137